1.
Density functional theory data (the ωB97M-V functional and the def2-TZVPD basis) for C40H58IrN7O4PSSeSi as an isolated structure.

Maximum force = 0.6 eV Å⁻¹
LUMO energy (spin up / spin down) = -0.08027 / -0.14862 Ha
Net charge = +1
2S+1 = 5

Structure (XYZ):
```
114
Properties=species:S:1:pos:R:3:forces:R:3
Ir 0.32796 -0.20789 -0.32719 0.35 -0.11 0.48
C -1.06208 -0.63848 5.22518 0.01 0.00 -0.01
N -0.22776 -0.74760 4.03653 -0.03 -0.01 0.03
C 1.08185 -1.14318 4.01501 -0.04 0.03 -0.03
C 1.49155 -1.07500 2.71136 0.02 0.01 0.08
N 0.44968 -0.64755 1.95166 -0.13 0.01 0.04
C -0.57842 -0.45054 2.75884 0.07 -0.03 -0.06
P -2.18118 0.22193 2.23498 -0.04 -0.02 0.03
C -2.46490 -0.83481 0.77549 0.11 -0.07 0.00
N -1.54119 -1.29742 -0.06464 -0.16 0.23 -0.24
C -2.18356 -2.10663 -0.95490 0.09 -0.08 0.01
C -3.51007 -2.13503 -0.65647 -0.03 -0.02 0.01
N -3.67673 -1.33164 0.43804 -0.03 0.01 0.09
C -4.95463 -1.03173 1.07106 0.01 -0.01 -0.01
C -1.54655 1.70362 1.38634 0.03 0.04 0.00
N -0.61804 1.69882 0.44770 -0.12 0.10 -0.06
C -0.37489 2.99499 0.10648 0.04 0.00 0.01
C -1.17046 3.80515 0.86563 -0.01 -0.01 0.01
N -1.90979 2.97955 1.67027 -0.03 0.02 0.05
C -2.89754 3.41326 2.65150 0.02 -0.01 -0.02
H -0.55232 -1.12795 6.04985 0.00 -0.01 0.00
H -2.01741 -1.13185 5.06224 -0.01 0.01 0.00
H -1.22989 0.40552 5.48481 0.00 0.00 0.00
H 1.59856 -1.43056 4.91416 0.01 0.00 -0.01
H 2.45883 -1.28570 2.28599 -0.01 0.02 0.00
H -1.64296 -2.61073 -1.73852 -0.03 0.02 0.00
H -4.33926 -2.64415 -1.11579 0.02 0.00 -0.01
H -5.67372 -1.78912 0.77272 0.00 0.00 0.00
H -5.31549 -0.05398 0.75566 0.00 0.00 -0.01
H -4.84978 -1.05126 2.15272 0.00 0.01 0.00
H 0.34938 3.25825 -0.64560 0.01 0.00 0.00
H -1.26886 4.87593 0.91024 0.00 0.00 -0.01
H -2.83868 4.49375 2.74288 0.00 0.00 0.00
H -2.68730 2.96773 3.62086 0.00 0.00 0.00
H -3.90135 3.13623 2.33528 -0.01 0.00 0.00
S -3.88137 2.91586 -3.13848 0.01 0.02 -0.01
C -3.02719 2.05039 -1.90660 -0.01 -0.02 0.01
N -2.58364 0.88069 -2.20689 -0.03 -0.04 -0.01
C -2.91350 0.57493 -3.52439 -0.02 0.04 -0.03
C -2.58900 -0.60955 -4.19019 -0.02 0.01 0.01
C -2.97557 -0.76539 -5.50343 -0.01 -0.01 0.01
C -3.68620 0.24181 -6.16992 0.00 0.01 0.00
C -4.01800 1.41821 -5.53129 -0.01 0.01 -0.01
C -3.62500 1.57443 -4.20305 0.01 -0.03 0.03
H -2.87882 2.50710 -0.93643 -0.01 0.01 0.00
H -2.02573 -1.37672 -3.67874 -0.01 0.00 -0.01
H -2.71887 -1.67467 -6.03198 0.01 0.00 0.01
H -3.97705 0.09605 -7.20174 0.00 0.00 0.00
H -4.56585 2.19500 -6.04747 0.00 0.00 0.00
C 0.08895 -4.92076 -7.55639 0.00 -0.01 0.00
C 0.28929 -4.01242 -6.37797 0.01 0.02 0.01
C 0.31747 -2.63044 -6.53142 -0.03 -0.04 0.01
C 0.48745 -1.77455 -5.45308 0.00 0.07 0.04
C 0.54459 -0.29253 -5.70088 0.02 0.00 -0.01
C 0.63373 -2.33667 -4.16630 0.01 -0.02 -0.08
Se 0.79523 -1.18752 -2.67357 -0.06 -0.09 -0.12
C 0.62925 -3.73812 -3.98876 0.00 0.03 0.10
C 0.78854 -4.38540 -2.63913 0.00 -0.02 -0.01
C 0.44889 -4.54328 -5.10016 0.02 -0.01 -0.05
H 0.15272 -4.37615 -8.49668 0.00 0.01 0.00
H -0.89105 -5.40003 -7.50882 0.00 0.00 0.00
H 0.83611 -5.71499 -7.56748 0.00 0.00 0.00
H 0.20855 -2.20599 -7.52320 0.00 0.00 0.00
H 0.09680 -0.05262 -6.66441 0.02 0.00 -0.01
H 1.58166 0.05169 -5.71497 0.00 0.00 0.02
H 0.02835 0.27083 -4.92530 -0.01 -0.01 -0.01
H 1.43120 -3.80456 -1.98071 0.01 -0.02 -0.02
H 1.20473 -5.38609 -2.74949 -0.01 0.00 0.00
H -0.17839 -4.49028 -2.13791 0.02 0.02 0.00
H 0.44387 -5.62052 -4.97301 0.00 0.00 0.01
C 5.98011 -2.56981 -0.06634 0.00 0.00 -0.01
C 4.63960 -1.92032 -0.37861 0.06 0.01 -0.04
C 4.53175 -1.60617 -1.86526 -0.02 0.02 -0.02
C 3.49208 -2.81630 0.07190 -0.01 -0.03 -0.02
O 4.59843 -0.71387 0.39254 -0.06 -0.07 0.13
Si 3.74177 0.66176 0.18138 0.05 0.08 0.03
O 2.18662 0.41621 -0.10460 -0.11 0.01 -0.35
O 4.46401 1.46711 -1.04989 -0.01 -0.03 0.08
C 4.04069 2.64168 -1.74617 -0.02 0.00 -0.05
C 5.26414 3.13873 -2.50321 0.01 0.00 0.00
C 3.56319 3.70458 -0.76183 -0.01 0.00 0.04
C 2.92914 2.26739 -2.72271 -0.03 -0.01 -0.02
O 3.82053 1.48313 1.59477 0.04 -0.02 -0.02
C 4.93374 1.70972 2.47024 0.00 0.03 0.04
C 6.23031 1.88362 1.68754 0.00 -0.01 0.00
C 5.03492 0.52507 3.42535 0.01 0.00 0.00
C 4.60410 2.98391 3.23555 -0.01 0.01 0.01
H 6.08367 -3.51915 -0.59447 0.00 0.00 0.00
H 6.06614 -2.75569 1.00516 0.00 0.00 0.00
H 6.79450 -1.91081 -0.36959 -0.01 -0.01 0.00
H 4.59001 -2.52254 -2.45544 0.00 -0.01 0.01
H 5.33473 -0.93452 -2.16943 0.00 -0.01 -0.01
H 3.57822 -1.11725 -2.08390 0.02 0.00 -0.01
H 3.50477 -3.76039 -0.47686 0.00 0.00 0.00
H 2.53224 -2.32307 -0.10470 0.04 -0.04 0.01
H 3.58863 -3.04354 1.13583 0.00 0.01 -0.01
H 6.07880 3.33540 -1.80492 -0.01 0.01 -0.01
H 5.03911 4.05744 -3.04741 -0.01 -0.01 0.00
H 5.59696 2.38262 -3.21524 0.00 0.00 0.01
H 4.37651 3.99925 -0.09699 -0.01 0.00 0.00
H 2.74939 3.32659 -0.13846 -0.01 0.00 -0.03
H 3.21785 4.59025 -1.29876 0.00 0.00 -0.01
H 3.27427 1.47743 -3.39311 0.00 0.00 0.01
H 2.63872 3.12975 -3.32687 0.01 0.00 0.01
H 2.05193 1.89443 -2.19061 0.02 0.02 0.01
H 6.47156 0.98032 1.12513 -0.01 0.01 0.00
H 7.05276 2.09123 2.37365 0.00 0.00 0.00
H 6.14716 2.71636 0.98790 0.00 -0.01 -0.01
H 5.21186 -0.39245 2.86337 0.00 0.00 0.01
H 4.10315 0.42693 3.98727 0.00 -0.02 -0.01
H 5.85310 0.66493 4.13391 0.00 0.02 0.00
H 4.50546 3.82318 2.54512 0.00 -0.01 0.00
H 5.38813 3.21738 3.95731 0.00 0.00 0.00
H 3.65999 2.86308 3.76991 0.01 0.00 -0.01
```
Positions in Å, forces in eV/Å.

Results of the Löwdin charge analysis, in e, for atoms 1 through 5: 1.09 -0.02 -0.12 -0.02 -0.08

***

2.
Density functional theory data (the ωB97M-V functional and the def2-TZVPD basis) for C40H59N4O2PPtS2 as an isolated structure.

Maximum force = 0.5 eV Å⁻¹
LUMO energy = 0.01214 Ha
2S+1 = 1

Structure (XYZ):
```
109
Properties=species:S:1:pos:R:3:forces:R:3
Pt 0.59631 1.07939 -0.20272 0.38 0.30 -0.04
C 2.14522 0.12548 8.48555 0.00 0.00 0.00
C 1.76815 0.60888 7.11178 0.01 0.00 0.00
C 1.63095 -0.29061 6.05827 0.00 0.00 0.01
C 1.26839 0.14155 4.79278 0.01 -0.01 0.00
C 1.03741 1.48694 4.56803 0.01 0.01 -0.02
C 1.15548 2.40027 5.60576 0.01 0.00 0.00
C 1.52548 1.95714 6.86602 0.00 0.00 -0.01
S 0.63519 2.13327 2.95719 -0.02 0.02 -0.05
O -0.41871 3.10330 3.21762 -0.11 0.02 -0.06
O 1.86446 2.62963 2.40332 0.04 0.00 -0.02
N 0.13500 0.91342 2.03616 -0.11 -0.08 -0.03
C -1.02244 0.23060 2.41501 0.03 0.03 0.02
C -1.73760 0.43634 3.58607 -0.02 0.00 0.00
C -2.83483 -0.36605 3.94836 0.00 0.03 0.00
C -3.25647 -1.40080 3.16778 -0.02 -0.02 -0.01
C -2.58202 -1.64661 1.95135 0.01 0.02 0.01
C -2.93802 -2.71810 1.09974 -0.01 0.01 0.00
C -2.25999 -2.91800 -0.06463 -0.02 -0.01 -0.03
C -1.24140 -2.00659 -0.40494 -0.05 0.05 0.03
N -0.89014 -1.00209 0.35309 -0.04 -0.18 0.04
C -1.50310 -0.82124 1.55073 0.01 0.04 -0.03
H 2.99727 -0.55386 8.44288 0.00 0.00 0.00
H 1.31716 -0.41701 8.94620 0.00 0.00 0.00
H 2.40478 0.95708 9.13930 0.00 0.00 0.00
H 1.80387 -1.34696 6.23171 0.00 0.00 0.00
H 1.13945 -0.56254 3.98622 0.02 -0.03 -0.04
H 0.95736 3.44813 5.42297 0.00 0.00 0.00
H 1.62637 2.67238 7.67379 0.00 0.00 0.00
H -1.45790 1.23054 4.25964 -0.01 0.01 0.01
H -3.34009 -0.14979 4.88208 0.01 0.00 0.00
H -4.08428 -2.03456 3.45980 0.00 0.00 0.00
H -3.74908 -3.37338 1.39518 0.00 0.00 0.00
H -2.49614 -3.73881 -0.72814 -0.01 0.00 0.00
H -0.71270 -2.10987 -1.34819 0.01 -0.07 0.05
C 3.96019 2.41638 0.06902 -0.02 0.01 0.00
C 4.09087 1.08243 -0.65873 0.00 0.00 -0.01
C 4.41853 1.30648 -2.13567 -0.02 -0.01 0.02
P 2.64419 -0.03452 -0.28510 -0.10 -0.10 -0.10
C 3.01438 -1.43598 -1.46636 -0.02 -0.01 0.02
C 2.61998 -2.83302 -0.98590 0.00 -0.01 -0.03
C 2.38601 -1.22201 -2.84471 0.05 -0.04 0.00
C 3.13031 -0.66788 1.39432 -0.02 0.02 0.03
C 2.17956 -1.74018 1.93416 -0.01 0.02 0.03
C 4.58144 -1.13760 1.53374 0.01 0.01 0.02
H 4.84132 3.03098 -0.13194 0.00 0.00 0.00
H 3.85875 2.29887 1.14535 -0.02 -0.01 0.03
H 3.07295 2.95541 -0.26878 0.00 0.00 0.00
H 4.94428 0.54204 -0.24238 -0.01 -0.01 -0.01
H 3.62746 1.83622 -2.65920 -0.11 0.04 -0.03
H 4.62144 0.38088 -2.67202 0.00 -0.01 0.00
H 5.32191 1.91861 -2.19270 -0.02 0.01 -0.01
H 4.10487 -1.41424 -1.57083 -0.01 -0.01 0.01
H 1.57634 -2.86656 -0.66625 0.01 0.00 -0.01
H 3.24150 -3.19055 -0.16813 0.01 0.00 -0.04
H 2.73412 -3.53534 -1.81518 0.00 0.01 -0.01
H 1.31178 -1.39676 -2.79758 0.08 -0.05 0.00
H 2.81403 -1.94268 -3.54653 0.02 0.01 -0.01
H 2.52395 -0.22210 -3.24857 -0.01 0.02 0.00
H 2.99254 0.22604 2.01381 -0.01 0.00 0.01
H 2.31453 -2.70048 1.44495 -0.01 0.05 0.07
H 1.13859 -1.44334 1.82721 -0.02 0.00 0.01
H 2.39725 -1.89829 2.99190 -0.02 0.02 0.03
H 4.86455 -1.85104 0.75640 -0.01 -0.01 0.00
H 4.70293 -1.64049 2.49589 0.00 0.00 0.00
H 5.29318 -0.31404 1.51321 0.00 0.00 0.00
C 0.03653 1.53441 -4.96965 0.00 0.01 0.01
C 0.83262 2.44502 -4.28582 0.01 0.00 -0.01
C 1.04762 2.30776 -2.92059 0.03 -0.02 -0.01
C 0.48944 1.25476 -2.19187 0.09 -0.02 0.03
C -0.34263 0.37681 -2.89116 -0.08 0.05 -0.03
C -0.55982 0.50360 -4.25817 -0.04 0.01 0.03
H -0.12722 1.63670 -6.03495 0.00 0.00 0.00
H 1.28371 3.27581 -4.81623 0.00 0.00 0.00
H 1.62967 3.05939 -2.40287 0.08 -0.01 0.00
H -0.84700 -0.42207 -2.35959 0.04 0.09 -0.04
H -1.20538 -0.20464 -4.76540 0.00 0.00 0.00
C -4.98286 5.03299 -1.51945 0.00 0.00 0.00
C -4.19118 5.02602 -2.82601 0.00 0.00 0.00
C -2.77611 4.45736 -2.73544 0.00 0.01 0.01
C -2.66247 2.96841 -2.42720 0.00 -0.01 -0.02
N -2.97812 2.62900 -1.03893 0.01 -0.05 0.01
C -2.15130 2.82963 -0.01004 -0.01 0.04 0.05
S -0.48096 3.23469 -0.23259 -0.14 -0.09 0.03
N -2.61566 2.75451 1.22795 0.04 0.02 0.05
C -3.97154 2.43961 1.64357 0.00 -0.01 0.01
C -4.28876 3.08017 2.99005 0.00 -0.01 -0.01
C -4.54454 4.58738 2.94216 0.00 0.00 0.00
C -3.33076 5.44325 2.58558 -0.01 -0.01 -0.01
H -5.88415 5.63975 -1.61572 0.00 0.00 0.00
H -4.38812 5.44340 -0.69948 0.00 0.00 0.00
H -5.30668 4.03248 -1.22701 -0.01 0.00 0.00
H -4.11543 6.05394 -3.18918 0.00 0.00 0.00
H -4.75319 4.47879 -3.59025 0.00 0.00 0.00
H -2.19462 5.00513 -1.98774 0.00 0.01 0.00
H -2.27170 4.62141 -3.69156 0.00 -0.01 0.00
H -1.65105 2.62849 -2.63101 0.00 -0.01 0.00
H -3.33908 2.38720 -3.05766 0.00 0.00 0.00
H -3.92928 2.37652 -0.83082 0.00 0.02 0.00
H -1.92045 2.92608 1.95402 0.07 -0.06 0.04
H -4.09439 1.35235 1.70405 0.00 0.00 -0.01
H -4.68167 2.82084 0.90239 0.00 0.01 0.00
H -3.46974 2.86222 3.68177 0.02 -0.01 0.02
H -5.17428 2.57991 3.38962 0.00 0.00 0.00
H -4.91615 4.89211 3.92391 0.01 0.00 0.00
H -5.35892 4.78730 2.23679 0.00 0.00 0.00
H -2.46868 5.18310 3.20299 0.01 0.00 0.01
H -3.55134 6.50053 2.73856 0.00 0.00 0.00
H -3.02848 5.31716 1.54569 0.00 0.00 -0.01
```
Positions in Å, forces in eV/Å.

Results of the Löwdin charge analysis, in e, for atoms 1 through 5: 0.74 -0.05 -0.27 -0.03 -0.05

***

Values for ΔE to the lowest compared entry with this formula, charge and spin, kcal per mole, ordered as above
16.2 0.0
Values for electronic energy, Ha, ordered as above
-5778.05790 -3186.23261